1.
Entry from the Open Molecules 2025 dataset: a cluster of 2 separate species, CClF3OS in total (the ωB97M-V functional and the def2-TZVPD basis).

ORCA input file:
```
! wB97M-V def2-TZVPD RIJCOSX def2/J DEFGRID3
* xyz 0 3
Cl 2.207 1.146 -0.519
S -1.577 0.543 0.161
F -2.332 -0.988 0.483
F 1.333 -0.407 1.502
F 1.188 -1.154 -0.659
O -1.995 0.893 -1.136
C 1.176 -0.033 0.167
*
```

The expectation value of S² is 2.01. The HOMO energy (alpha / beta) comes out at -8.9 / -12.9 eV.

***

2.
Entry from the Open Molecules 2025 dataset: a cluster of 2 separate species, CClF3OS in total (the ωB97M-V functional and the def2-TZVPD basis).

ORCA input file:
```
! wB97M-V def2-TZVPD RIJCOSX def2/J DEFGRID3
* xyz 0 3
Cl 0.442 -2.046 -1.058
S -1.193 1.550 -0.391
F 2.386 -0.550 -0.275
F 0.997 -1.163 1.291
F -1.381 2.304 1.068
O -2.356 0.754 -0.625
C 1.105 -0.847 -0.009
*
```

The expectation value of S² is 2.01. The HOMO energy (alpha / beta) comes out at -9.2 / -12.6 eV.

***

Least stable of them? 1.

***

1.
Entry from the Open Molecules 2025 dataset: an isolated molecule of C6H9NS (the ωB97M-V functional and the def2-TZVPD basis).

ORCA input file:
```
! wB97M-V def2-TZVPD RIJCOSX def2/J DEFGRID3
* xyz 0 1
S -1.363 0.611 0.261
N 0.516 1.619 -2.373
C 0.526 -0.388 2.133
C 0.360 -1.646 0.049
C 0.187 -0.167 -0.416
C 0.443 0.173 -1.879
C 0.426 -1.654 1.684
C 0.238 0.455 0.902
H 1.475 -0.106 -2.553
H 1.193 -2.301 -0.319
H 0.364 -2.419 2.510
H -0.572 -2.052 -0.080
H -0.168 2.186 -1.826
H -0.475 -0.270 -2.301
H 0.981 1.378 0.878
H 0.738 -0.061 3.215
H 1.572 1.906 -1.922
*
```

The HOMO energy comes out at -9.0 eV.

***

2.
Entry from the Open Molecules 2025 dataset: a structure of composition C6H9NS (the ωB97M-V functional and the def2-TZVPD basis).

ORCA input file:
```
! wB97M-V def2-TZVPD RIJCOSX def2/J DEFGRID3
* xyz 0 1
S 2.505 -2.020 0.010
N 0.806 0.022 -0.154
C 2.608 1.034 0.140
C -0.350 -0.637 -0.248
C -1.675 -0.184 0.025
C 1.057 1.400 -0.148
C -2.975 -0.948 0.143
C 2.093 -0.344 0.147
H -3.491 -0.756 1.016
H -0.227 -1.793 -0.645
H -3.580 -0.742 -0.764
H 0.950 1.813 -1.175
H -1.975 0.878 0.204
H -2.763 -2.073 0.072
H 0.466 1.789 0.711
H 3.711 1.208 -0.569
H 2.840 1.353 1.235
*
```

The HOMO energy comes out at -8.0 eV.

***

Least stable of them? 1.

***

1.
Entry from the Open Molecules 2025 dataset: a cluster of 2 separate species, C3H7NO in total (the ωB97M-V functional and the def2-TZVPD basis).

ORCA input file:
```
! wB97M-V def2-TZVPD RIJCOSX def2/J DEFGRID3
* xyz 1 2
O -4.511 -0.507 0.506
N 2.170 0.319 0.267
C -2.820 0.651 -0.758
C 3.365 -0.455 0.118
C -3.347 -0.265 0.180
H 3.977 -0.834 0.981
H 3.578 0.418 -0.429
H -1.741 0.678 -0.842
H -3.495 1.336 -1.349
H 2.236 0.861 1.124
H -2.550 -0.803 0.678
H 3.136 -1.399 -0.476
*
```

The expectation value of S² is 0.79. The HOMO energy (alpha / beta) comes out at -12.5 / -12.3 eV.

***

2.
Entry from the Open Molecules 2025 dataset: a cluster of 2 separate species, C3H7NO in total (the ωB97M-V functional and the def2-TZVPD basis).

ORCA input file:
```
! wB97M-V def2-TZVPD RIJCOSX def2/J DEFGRID3
* xyz 1 2
O 1.744 0.039 -0.595
N -2.712 -0.061 -1.349
C -2.445 0.634 -0.317
C 2.174 -0.172 0.694
C 1.326 -0.467 1.678
H 0.939 -0.480 -0.681
H -1.575 1.300 -0.458
H -2.944 0.489 -2.197
H 0.295 -0.758 1.533
H 1.756 -0.515 2.662
H -2.927 0.571 0.662
H 3.233 -0.271 0.875
*
```

The expectation value of S² is 0.76. The HOMO energy (alpha / beta) comes out at -12.4 / -12.3 eV.

***

3.
Entry from the Open Molecules 2025 dataset: the ion C3H7NO with charge +1 (the ωB97M-V functional and the def2-TZVPD basis).

ORCA input file:
```
! wB97M-V def2-TZVPD RIJCOSX def2/J DEFGRID3
* xyz 1 2
O 1.400 2.155 -0.452
N 0.257 0.111 -0.118
C -0.046 0.285 1.335
C 0.603 1.263 -0.862
C -0.390 -1.025 -0.621
H -1.145 0.403 1.203
H 0.547 0.857 2.041
H 0.159 -1.989 -0.440
H 0.368 1.032 -1.913
H 0.170 -0.681 1.784
H -0.489 -1.176 -1.635
H -1.433 -1.236 -0.322
*
```

The expectation value of S² is 0.79. The HOMO energy (alpha / beta) comes out at -17.0 / -16.7 eV.

***

Least stable of them? 1.